Density functional theory data (ωB97M-V with the def2-TZVPD basis set) for an isolated molecule of C2H3NOS3 at a distorted geometry.

Geometry as XYZ:
```
10
Properties=species:S:1:pos:R:3:lowdin_spin:R:1
C -0.39311 0.22683 0.13486 0.117
H -0.25265 -3.30396 -0.93772 0.026
H 0.29561 1.90402 0.72209 0.001
S 2.97340 -0.21864 -0.38192 0.743
C -0.29461 -1.02553 -0.20125 0.488
S -0.98519 -2.47605 0.11057 0.219
N 0.69213 1.11409 0.28799 0.057
H -2.01758 1.96216 -0.73805 0.002
O 1.98674 0.70590 0.61249 0.243
S -2.00475 1.11118 0.39094 0.104
```

Results
multiplicity = 3
total charge = 0
HOMO level (alpha / beta) = -7.57 / -8.39 eV
E_LUMO (alpha / beta) = 0.42 / -1.94 eV
orbital gap (alpha / beta) = 7.99 / 6.46 eV